# 1
{"formula": "C39H56AsF6MnN4SSi", "method": "ωB97M-V/def2-TZVPD", "spin_multiplicity": 3, "total_charge": 2, "lumo_energy_ev": [-5.680, -5.263], "de_lowest_kcal_mol": 4.1, "s2": 2.05, "orbital_gap_ev": [7.5, 8.0], "molar_mass_g_mol": 884.91, "homo_ev": [-13.178, -13.225], "species": ["Mn", "N", "C", "C", "C", "C", "C", "C", "C", "C", "C", "C", "C", "C", "H", "H", "H", "H", "H", "H", "H", "H", "H", "H", "F", "As", "F", "F", "F", "F", "F", "N", "S", "C", "C", "C", "C", "C", "C", "C", "C", "C", "C", "C", "C", "H", "H", "H", "H", "H", "H", "H", "H", "H", "H", "H", "C", "Si", "C", "C", "C", "C", "C", "C", "C", "C", "H", "H", "H", "H", "H", "H", "H", "H", "H", "H", "H", "H", "H", "H", "H", "H", "H", "H", "H", "H", "H", "C", "C", "N", "C", "C", "C", "C", "N", "H", "H", "H", "H", "H", "H", "H", "H", "H", "H", "H", "H", "H", "H"], "positions_angstrom": [[-18.79, -6.92, -7.45], [-20.37, -7.82, -6.68], [-21.49, -7.06, -6.15], [-21.99, -7.28, -4.87], [-23.08, -6.54, -4.41], [-23.67, -5.60, -5.23], [-23.15, -5.39, -6.51], [-22.07, -6.13, -6.99], [-21.52, -5.87, -8.35], [-22.38, -5.41, -9.35], [-21.86, -4.99, -10.56], [-20.50, -5.01, -10.79], [-19.65, -5.51, -9.82], [-20.14, -5.97, -8.59], [-20.08, -8.51, -5.99], [-20.72, -8.38, -7.47], [-21.54, -8.01, -4.21], [-23.44, -6.70, -3.41], [-24.50, -5.01, -4.90], [-23.60, -4.63, -7.13], [-23.44, -5.39, -9.22], [-22.51, -4.61, -11.34], [-20.10, -4.63, -11.72], [-18.59, -5.53, -10.06], [-17.29, -5.39, -7.88], [-15.49, -5.31, -8.59], [-16.21, -5.31, -10.14], [-15.53, -7.01, -8.56], [-15.07, -5.30, -6.93], [-13.88, -5.30, -9.13], [-15.63, -3.61, -8.54], [-18.36, -8.07, -8.95], [-18.05, -9.66, -8.93], [-17.55, -10.00, -10.60], [-18.41, -9.70, -11.63], [-17.99, -9.94, -12.92], [-16.74, -10.49, -13.17], [-15.89, -10.79, -12.11], [-16.29, -10.55, -10.80], [-19.67, -10.42, -8.83], [-19.76, -11.72, -8.36], [-21.01, -12.34, -8.31], [-22.14, -11.65, -8.73], [-22.03, -10.36, -9.22], [-20.79, -9.74, -9.27], [-18.04, -7.61, -9.78], [-19.38, -9.27, -11.45], [-18.63, -9.71, -13.75], [-16.45, -10.68, -14.19], [-14.90, -11.19, -12.31], [-15.65, -10.77, -9.96], [-18.88, -12.25, -8.02], [-21.09, -13.35, -7.94], [-23.10, -12.13, -8.67], [-22.91, -9.83, -9.54], [-20.67, -8.72, -9.64], [-15.60, -2.33, -5.78], [-17.21, -3.12, -5.82], [-17.46, -4.32, -4.45], [-17.56, -3.38, -3.21], [-18.74, -5.12, -4.52], [-16.30, -5.28, -4.18], [-18.49, -2.35, -6.87], [-18.85, -1.04, -6.14], [-19.76, -3.19, -6.95], [-18.01, -2.01, -8.29], [-15.71, -1.41, -5.21], [-15.27, -2.03, -6.78], [-14.82, -2.92, -5.30], [-18.37, -2.66, -3.28], [-16.62, -2.85, -3.01], [-17.77, -4.02, -2.35], [-19.64, -4.51, -4.54], [-18.80, -5.75, -3.63], [-18.81, -5.82, -5.36], [-15.34, -4.79, -4.07], [-16.19, -6.01, -5.00], [-16.51, -5.84, -3.27], [-19.22, -1.19, -5.14], [-19.66, -0.58, -6.71], [-18.04, -0.32, -6.11], [-20.29, -3.26, -6.01], [-19.57, -4.19, -7.33], [-20.44, -2.72, -7.68], [-17.07, -1.45, -8.35], [-18.80, -1.41, -8.76], [-17.87, -2.91, -8.89], [-14.77, -11.37, -4.38], [-15.35, -10.03, -3.92], [-15.68, -9.09, -5.01], [-14.53, -8.46, -5.69], [-14.12, -9.17, -6.99], [-16.93, -8.87, -5.43], [-18.01, -9.78, -4.91], [-17.25, -7.91, -6.29], [-14.68, -12.02, -3.51], [-13.77, -11.25, -4.80], [-15.39, -11.88, -5.13], [-14.64, -9.52, -3.26], [-16.25, -10.20, -3.33], [-13.70, -8.48, -4.97], [-14.73, -7.41, -5.89], [-13.76, -10.18, -6.79], [-13.30, -8.62, -7.44], [-14.94, -9.23, -7.71], [-18.41, -9.44, -3.95], [-17.62, -10.78, -4.76], [-18.83, -9.89, -5.63], [-16.42, -7.43, -6.62]]}


# 2
{"formula": "C39H56FNO4S", "method": "ωB97M-V/def2-TZVPD", "spin_multiplicity": 1, "lumo_energy_ev": -0.539, "orbital_gap_ev": 8.7, "molar_mass_g_mol": 653.95, "homo_ev": -9.241, "smiles": "[H]/N=C/Cc1cc(CCCCCCCCCCCCCCCC)cc2c1C(=O)c1c(CCCF)cccc1C2=O.O=S1(=O)CCCC1", "species": ["H", "N", "C", "C", "C", "C", "C", "C", "C", "C", "C", "C", "C", "C", "C", "C", "C", "C", "C", "C", "C", "C", "C", "C", "C", "C", "C", "O", "C", "C", "C", "C", "C", "F", "C", "C", "C", "C", "C", "O", "H", "H", "H", "H", "H", "H", "H", "H", "H", "H", "H", "H", "H", "H", "H", "H", "H", "H", "H", "H", "H", "H", "H", "H", "H", "H", "H", "H", "H", "H", "H", "H", "H", "H", "H", "H", "H", "H", "H", "H", "H", "H", "H", "H", "H", "H", "H", "O", "S", "O", "C", "C", "C", "C", "H", "H", "H", "H", "H", "H", "H", "H"], "positions_angstrom": [[-2.65, 2.07, -3.36], [-3.42, 2.13, -2.70], [-3.90, 0.99, -2.43], [-5.08, 0.72, -1.52], [-4.84, 1.07, -0.06], [-4.13, 2.20, 0.31], [-3.89, 2.55, 1.60], [-3.07, 3.76, 2.01], [-1.77, 3.24, 2.71], [-0.46, 3.83, 2.09], [0.58, 2.74, 1.77], [2.03, 3.29, 1.76], [2.97, 2.41, 0.92], [4.46, 2.63, 1.26], [5.40, 2.23, 0.09], [6.55, 1.27, 0.50], [6.41, -0.11, -0.18], [7.56, -1.09, 0.13], [8.96, -0.45, -0.11], [9.60, -0.09, 1.26], [10.20, -1.35, 1.91], [11.60, -1.68, 1.35], [12.33, -2.75, 2.19], [-4.41, 1.77, 2.64], [-5.11, 0.65, 2.29], [-5.32, 0.28, 0.97], [-6.07, -1.01, 0.76], [-5.83, -1.80, -0.13], [-7.15, -1.33, 1.77], [-8.30, -2.03, 1.46], [-8.59, -2.55, 0.05], [-7.94, -3.98, -0.05], [-8.99, -5.08, -0.24], [-8.44, -6.29, 0.18], [-9.24, -2.30, 2.44], [-9.04, -1.87, 3.73], [-7.88, -1.19, 4.04], [-6.94, -0.92, 3.08], [-5.67, -0.18, 3.43], [-5.18, -0.22, 4.54], [-3.46, 0.11, -2.92], [-5.89, 1.38, -1.87], [-5.42, -0.29, -1.68], [-3.72, 2.85, -0.47], [-3.64, 4.37, 2.73], [-2.82, 4.40, 1.16], [-1.71, 2.16, 2.57], [-1.78, 3.42, 3.79], [-0.68, 4.45, 1.22], [-0.02, 4.49, 2.85], [0.53, 1.89, 2.45], [0.38, 2.37, 0.75], [2.40, 3.31, 2.79], [2.05, 4.30, 1.34], [2.76, 1.35, 1.08], [2.86, 2.63, -0.15], [4.66, 3.69, 1.50], [4.78, 2.05, 2.13], [4.83, 1.72, -0.70], [5.84, 3.11, -0.38], [6.64, 1.11, 1.58], [7.49, 1.74, 0.18], [5.47, -0.53, 0.21], [6.27, -0.01, -1.26], [7.49, -1.96, -0.52], [7.48, -1.47, 1.16], [9.64, -1.13, -0.64], [8.87, 0.44, -0.74], [10.39, 0.66, 1.10], [8.81, 0.31, 1.91], [10.30, -1.25, 3.00], [9.57, -2.24, 1.71], [11.47, -2.04, 0.33], [12.20, -0.75, 1.28], [12.85, -2.29, 3.04], [11.60, -3.48, 2.55], [13.11, -3.22, 1.57], [-4.24, 2.03, 3.68], [-8.12, -1.91, -0.69], [-9.67, -2.66, -0.11], [-7.38, -4.22, 0.86], [-7.23, -4.05, -0.88], [-9.22, -5.16, -1.31], [-9.90, -4.92, 0.35], [-10.15, -2.84, 2.19], [-9.78, -2.09, 4.49], [-7.76, -0.86, 5.06], [0.82, -1.16, -4.32], [-0.12, -0.25, -4.93], [-0.27, 1.11, -4.48], [0.15, -0.26, -6.70], [-0.73, -1.39, -7.21], [-2.06, -1.25, -6.46], [-1.73, -1.04, -4.98], [1.21, -0.41, -6.91], [-0.17, 0.70, -7.09], [-0.87, -1.33, -8.29], [-0.28, -2.36, -6.98], [-2.61, -0.38, -6.84], [-2.70, -2.12, -6.60], [-2.45, -0.40, -4.49], [-1.66, -1.99, -4.45]]}


# 3
{"formula": "C39H57AsCuN6OPSi4", "method": "ωB97M-V/def2-TZVPD", "spin_multiplicity": 1, "lumo_energy_ev": 0.358, "de_lowest_kcal_mol": 19.6, "orbital_gap_ev": 5.9, "molar_mass_g_mol": 907.71, "homo_ev": -5.554, "species": ["Cu", "C", "N", "C", "C", "N", "C", "P", "C", "N", "C", "C", "N", "C", "C", "N", "C", "C", "N", "C", "H", "H", "H", "H", "H", "H", "H", "H", "H", "H", "H", "H", "H", "H", "H", "C", "Si", "C", "C", "Si", "Si", "C", "C", "C", "Si", "C", "C", "C", "H", "H", "H", "H", "H", "H", "H", "H", "H", "H", "H", "H", "H", "H", "H", "H", "H", "H", "H", "H", "H", "H", "H", "H", "H", "H", "H", "O", "As", "C", "C", "C", "C", "C", "C", "C", "C", "C", "C", "C", "C", "C", "C", "C", "C", "C", "C", "H", "H", "H", "H", "H", "H", "H", "H", "H", "H", "H", "H", "H", "H", "H"], "positions_angstrom": [[0.73, -0.36, 0.72], [5.78, -0.27, 2.67], [4.79, -0.07, 1.62], [4.82, 0.92, 0.67], [3.67, 0.79, -0.05], [2.93, -0.25, 0.44], [3.63, -0.75, 1.44], [3.18, -2.23, 2.41], [2.24, -3.11, 1.13], [1.23, -2.62, 0.44], [0.79, -3.63, -0.37], [1.55, -4.75, -0.15], [2.47, -4.41, 0.80], [3.47, -5.30, 1.37], [1.78, -1.62, 3.39], [0.65, -1.19, 2.88], [-0.17, -0.92, 3.93], [0.48, -1.19, 5.10], [1.72, -1.63, 4.75], [2.78, -1.99, 5.68], [6.67, 0.30, 2.42], [6.04, -1.32, 2.74], [5.39, 0.08, 3.62], [5.63, 1.62, 0.61], [3.31, 1.40, -0.86], [-0.04, -3.50, -1.03], [1.52, -5.74, -0.58], [3.43, -6.24, 0.83], [3.27, -5.49, 2.42], [4.47, -4.88, 1.26], [-1.17, -0.54, 3.77], [0.18, -1.09, 6.13], [2.35, -2.07, 6.68], [3.55, -1.22, 5.70], [3.23, -2.94, 5.40], [-0.27, 4.70, 3.17], [0.68, 3.15, 2.65], [2.40, 3.78, 2.17], [1.01, 2.17, 4.25], [-0.26, 1.78, 1.01], [-0.26, 3.32, -0.75], [1.50, 3.50, -1.45], [-1.32, 2.84, -2.25], [-0.80, 5.09, -0.35], [-2.50, 1.64, 1.70], [-3.68, 2.90, 0.92], [-3.19, -0.09, 1.29], [-2.78, 1.84, 3.57], [0.09, 5.06, 4.14], [-1.34, 4.52, 3.26], [-0.14, 5.51, 2.44], [2.88, 4.26, 3.03], [2.37, 4.51, 1.36], [3.04, 2.95, 1.84], [1.58, 2.81, 4.93], [1.60, 1.27, 4.03], [0.10, 1.85, 4.76], [1.69, 2.70, -2.18], [2.27, 3.46, -0.68], [1.59, 4.45, -1.98], [-1.25, 1.78, -2.49], [-0.96, 3.41, -3.11], [-2.38, 3.09, -2.11], [-0.04, 5.62, 0.23], [-1.73, 5.13, 0.21], [-0.94, 5.63, -1.29], [-3.54, 2.98, -0.16], [-3.52, 3.89, 1.34], [-4.71, 2.61, 1.11], [-4.11, -0.03, 0.70], [-3.43, -0.63, 2.21], [-2.47, -0.68, 0.73], [-2.26, 2.71, 3.99], [-2.46, 0.96, 4.14], [-3.85, 1.97, 3.76], [-0.91, -0.86, -1.16], [-1.49, -1.25, -2.64], [-3.25, -0.54, -2.91], [-4.06, -0.95, -3.96], [-5.32, -0.40, -4.11], [-5.77, 0.56, -3.20], [-4.96, 0.95, -2.15], [-3.70, 0.40, -2.00], [-1.65, -3.13, -3.03], [-0.75, -3.78, -3.86], [-0.83, -5.15, -4.04], [-1.82, -5.88, -3.39], [-2.73, -5.23, -2.56], [-2.64, -3.86, -2.38], [-0.29, -0.54, -3.97], [-0.58, -0.50, -5.32], [0.35, 0.04, -6.21], [1.55, 0.53, -5.73], [1.84, 0.49, -4.37], [0.91, -0.04, -3.48], [-3.72, -1.71, -4.66], [-5.96, -0.71, -4.93], [-6.76, 0.98, -3.32], [-5.31, 1.69, -1.44], [-3.06, 0.70, -1.17], [0.03, -3.21, -4.36], [-0.13, -5.66, -4.69], [-1.89, -6.95, -3.53], [-3.49, -5.80, -2.05], [-3.35, -3.36, -1.72], [-1.52, -0.88, -5.70], [0.13, 0.07, -7.27], [2.27, 0.95, -6.42], [2.77, 0.89, -4.00], [1.11, -0.07, -2.41]]}


# 4
{"formula": "C39H57BN5P2PtS", "method": "ωB97M-V/def2-TZVPD", "spin_multiplicity": 3, "total_charge": 1, "lumo_energy_ev": [-2.439, -3.853], "de_lowest_kcal_mol": 10.0, "s2": 2.01, "orbital_gap_ev": [5.7, 6.1], "molar_mass_g_mol": 895.83, "homo_ev": [-8.101, -9.930], "species": ["Pt", "C", "C", "C", "C", "P", "C", "N", "B", "N", "C", "P", "C", "C", "C", "C", "C", "C", "C", "C", "C", "C", "C", "C", "C", "C", "C", "C", "C", "C", "H", "H", "H", "H", "H", "H", "H", "H", "H", "H", "H", "H", "H", "H", "H", "H", "H", "H", "H", "H", "H", "H", "H", "H", "H", "H", "H", "H", "H", "H", "H", "H", "H", "H", "H", "H", "H", "H", "H", "H", "H", "H", "H", "H", "S", "C", "C", "C", "N", "C", "C", "C", "C", "C", "N", "C", "C", "H", "H", "H", "H", "H", "H", "H", "H", "C", "C", "C", "N", "C", "C", "H", "H", "H", "H", "H"], "positions_angstrom": [[-0.29, 0.47, -0.51], [0.11, -3.00, 1.88], [-0.71, -1.85, 2.47], [-2.09, -1.86, 1.78], [-0.92, -2.12, 3.96], [0.08, -0.19, 2.09], [-1.19, 1.04, 2.67], [-0.98, 2.25, 1.93], [-0.56, 2.18, 0.56], [0.06, 3.44, 0.27], [0.96, 3.64, -0.83], [1.08, 2.04, -1.78], [2.92, 1.84, -2.10], [3.53, 1.38, -0.78], [3.65, 3.12, -2.52], [3.17, 0.77, -3.16], [0.16, 2.39, -3.36], [0.87, 3.36, -4.32], [-0.10, 1.07, -4.09], [-1.19, 3.03, -2.97], [0.04, 4.22, 1.43], [0.57, 5.47, 1.68], [0.44, 5.99, 2.97], [-0.20, 5.28, 3.97], [-0.73, 4.01, 3.72], [-0.61, 3.49, 2.45], [1.55, 0.16, 3.20], [1.23, 0.40, 4.68], [2.19, 1.45, 2.66], [2.57, -0.97, 3.07], [-0.43, -3.94, 2.04], [1.09, -3.11, 2.34], [0.25, -2.88, 0.80], [-2.44, -2.89, 1.71], [-2.06, -1.44, 0.78], [-2.84, -1.31, 2.35], [-1.54, -3.02, 4.07], [-1.45, -1.31, 4.46], [0.02, -2.30, 4.48], [-1.10, 1.21, 3.75], [-2.19, 0.63, 2.50], [1.96, 3.92, -0.48], [0.63, 4.44, -1.51], [3.44, 2.13, 0.00], [4.60, 1.18, -0.93], [3.06, 0.46, -0.41], [3.47, 3.97, -1.85], [3.42, 3.43, -3.53], [4.73, 2.93, -2.48], [2.60, -0.14, -2.97], [4.23, 0.51, -3.15], [2.92, 1.12, -4.16], [1.74, 2.91, -4.78], [1.17, 4.28, -3.82], [0.17, 3.63, -5.11], [0.81, 0.63, -4.49], [-0.78, 1.24, -4.92], [-0.55, 0.33, -3.42], [-1.07, 4.08, -2.70], [-1.68, 2.52, -2.15], [-1.85, 3.00, -3.84], [1.07, 6.03, 0.90], [0.84, 6.97, 3.18], [-0.29, 5.70, 4.96], [-1.24, 3.46, 4.51], [0.68, 1.33, 4.83], [2.18, 0.51, 5.22], [0.68, -0.41, 5.15], [1.55, 2.32, 2.80], [2.42, 1.35, 1.60], [3.12, 1.64, 3.20], [2.25, -1.87, 3.60], [3.52, -0.65, 3.52], [2.77, -1.24, 2.03], [0.74, -6.10, -2.03], [0.44, -4.36, -1.79], [-0.85, -3.85, -1.76], [-1.03, -2.49, -1.55], [-0.01, -1.65, -1.37], [1.23, -2.14, -1.43], [1.50, -3.48, -1.64], [-0.28, -6.72, -0.70], [0.13, -6.59, 0.62], [-0.70, -7.07, 1.61], [-1.87, -7.66, 1.38], [-2.24, -7.80, 0.11], [-1.48, -7.35, -0.96], [-1.71, -4.49, -1.89], [-2.02, -2.06, -1.51], [2.03, -1.44, -1.25], [2.52, -3.83, -1.66], [1.08, -6.12, 0.86], [-0.41, -6.98, 2.65], [-3.19, -8.29, -0.06], [-1.83, -7.49, -1.98], [-5.46, 0.46, -2.57], [-5.03, 0.93, -1.34], [-3.69, 0.82, -1.01], [-2.78, 0.27, -1.82], [-3.21, -0.19, -3.00], [-4.53, -0.12, -3.42], [-6.50, 0.53, -2.86], [-5.72, 1.40, -0.64], [-3.30, 1.19, -0.07], [-2.46, -0.65, -3.64], [-4.81, -0.51, -4.38]]}